[1]
{
  "formula": "ClH2NO2S",
  "method": "wB97M-V/def2-TZVPD",
  "max_force_ev_per_a": 7.7,
  "smiles": "NS(=O)(=O)Cl",
  "charge": 0,
  "e_homo_ha": -0.4065,
  "orbital_gap_ev": 11.15,
  "relative_energy_kj_mol": 83.98,
  "symbols": ["N", "S", "O", "O", "Cl", "H", "H"],
  "xyz": [[-0.158791, 0.248036, -0.089523], [-1.634502, 0.802082, -0.008046], [-2.381196, 0.447249, -1.403047], [-1.821012, 2.124916, 0.578566], [-2.475066, -0.387161, 1.383639], [-0.061604, -0.466030, -0.846908], [0.318548, 0.164042, 0.872306]],
  "forces_ev_per_a": [[1.774, -0.503, 0.870], [-5.866, 0.959, -4.899], [3.776, 1.440, 5.971], [1.258, -2.041, -1.157], [-0.274, -0.521, 0.317], [0.124, 0.750, 1.252], [-0.791, -0.085, -2.356]],
  "nbo_charge": [-1.08, 2.11, -0.86, -0.85, -0.21, 0.46, 0.44]
}

[2]
{
  "formula": "ClH2NO2Si",
  "method": "wB97M-V/def2-TZVPD",
  "max_force_ev_per_a": 3.0,
  "smiles": "O=[N+]([O-])[SiH2]Cl",
  "charge": 0,
  "e_homo_ha": -0.3917,
  "orbital_gap_ev": 10.44,
  "relative_energy_kj_mol": 88.84,
  "symbols": ["O", "N", "O", "Si", "Cl", "H", "H"],
  "xyz": [[0.236742, -1.789844, 0.071458], [0.669630, -0.650350, 0.275445], [1.657217, -0.327947, 0.883252], [-0.654455, 0.444655, -0.247210], [-0.324531, 2.038797, 0.916574], [0.078830, 0.826050, -1.489735], [-1.663432, -0.541364, -0.409782]],
  "forces_ev_per_a": [[1.258, -0.514, -0.040], [-0.954, -0.691, 1.327], [0.636, -0.535, -0.222], [2.133, 1.033, -1.829], [-0.830, 0.509, 0.596], [-0.884, 0.037, -0.148], [-1.359, 0.161, 0.318]],
  "nbo_charge": [-0.42, 0.23, -0.35, 1.13, -0.31, -0.16, -0.11]
}

[3]
{
  "formula": "ClH2NOS",
  "method": "wB97M-V/def2-TZVPD",
  "max_force_ev_per_a": 3.0,
  "charge": 0,
  "e_homo_ha": [-0.4102, -0.3361],
  "orbital_gap_ev": [9.84, 8.28],
  "relative_energy_kj_mol": 235.16,
  "symbols": ["N", "O", "S", "Cl", "H", "H"],
  "xyz": [[1.771106, -0.040383, -0.150865], [-1.670861, 0.803393, 0.897432], [-1.272501, -0.071922, -0.160411], [-1.899323, -1.890306, 0.208462], [1.628230, 0.314965, -1.141060], [1.443348, 0.884254, 0.346443]],
  "forces_ev_per_a": [[-1.326, 2.704, -0.220], [-0.556, 1.321, 1.624], [1.185, 0.131, -1.979], [-0.455, -1.474, 0.324], [0.329, -0.699, 0.888], [0.824, -1.983, -0.637]],
  "nbo_charge": [-0.61, -0.80, 1.02, -0.18, 0.29, 0.29]
}

[4]
{
  "formula": "ClH2NaO",
  "method": "wB97M-V/def2-TZVPD",
  "max_force_ev_per_a": 0.3,
  "spin_multiplicity": 2,
  "charge": 1,
  "e_homo_ha": [-0.5243, -0.5240],
  "orbital_gap_ev": [8.89, 5.10],
  "symbols": ["Na", "Cl", "O", "H", "H"],
  "xyz": [[-0.636138, 2.283706, -3.140076], [-0.435198, 1.568366, -0.382666], [0.085452, -1.346134, 1.447934], [1.036822, -1.368744, 1.550984], [-0.050938, -1.137194, 0.523824]],
  "forces_ev_per_a": [[-0.009, 0.006, 0.047], [-0.025, 0.059, -0.055], [-0.208, 0.162, 0.058], [0.292, -0.105, 0.147], [-0.051, -0.123, -0.197]],
  "lowdin_spin": [0.01, 0.99, 0.00, 0.00, 0.00]
}